DFT (the ωB97M-V functional and the def2-TZVPD basis) results for a cluster of 2 separate species, C3H12NOS in total.

Positions of all 18 atoms, in Å:
C: -0.192 0.358 1.128
C: -0.560 0.093 -0.307
C: -2.274 0.106 -0.455
S: -2.391 0.693 -2.155
N: 1.353 0.577 1.310
H: -0.572 1.211 1.655
H: -0.508 -0.663 1.557
H: -0.057 -0.986 -0.452
H: -0.172 0.881 -1.140
H: -2.510 0.839 0.278
H: -2.812 -0.889 -0.322
H: -3.345 -0.035 -2.782
H: 1.568 0.905 2.323
H: 1.913 -0.181 0.926
H: 1.447 1.410 0.802
H: 2.869 -2.195 -0.781
H: 3.498 -0.855 -0.979
O: 2.744 -1.271 -0.606

Charge   +1
Energy relative to the best compared isomer or geometry (same formula, charge and spin)   46.01 kcal/mol
F_max   3.5 eV/A
Calculated total energy   -649.3773 a.u.



DFT (the ωB97M-V functional and the def2-TZVPD basis) results for a cluster of 2 separate species, C3H12NS in total.

Positions of all 17 atoms, in Å:
C: -0.493 0.189 -1.477
C: 0.557 0.938 -0.754
C: 1.803 0.136 -0.358
N: 1.099 2.037 -1.631
H: -1.340 0.875 -1.557
H: -0.190 -0.074 -2.483
H: -0.784 -0.744 -1.003
H: 0.235 1.417 0.164
H: 2.336 -0.308 -1.238
H: 1.469 -0.751 0.201
H: 2.471 0.683 0.334
H: 0.345 2.730 -1.727
H: 1.920 2.475 -1.243
H: 1.353 1.635 -2.536
S: -1.555 -1.685 2.181
H: -1.217 -2.132 0.981
H: -0.615 -0.680 2.167

Charge   +1
Energy relative to the best compared isomer or geometry (same formula, charge and spin)   9.96 kcal/mol
F_max   3.0 eV/A
Calculated total energy   -574.1771 a.u.



DFT (the ωB97M-V functional and the def2-TZVPD basis) results for a cluster of 3 separate species, C3H12O2S in total.

Positions of all 18 atoms, in Å:
C: -2.673 0.167 -3.348
C: -2.062 0.657 -2.000
C: -0.795 -0.152 -1.693
S: 0.347 0.820 -0.653
H: -3.739 0.323 -3.440
H: -2.092 0.591 -4.153
H: -2.553 -0.919 -3.414
H: -2.766 0.555 -1.187
H: -1.708 1.671 -2.179
H: -1.027 -1.096 -1.214
H: -0.281 -0.444 -2.615
H: 1.496 0.425 -1.208
H: 2.287 -4.208 4.187
H: 1.137 -3.647 3.375
O: 1.585 -3.542 4.222
H: 4.765 2.325 5.267
H: 3.740 3.479 5.324
O: 4.339 2.995 4.729

Energy relative to the best compared isomer or geometry (same formula, charge and spin)   15.13 kcal/mol
F_max   1.6 eV/A
Calculated total energy   -670.1396 a.u.



DFT (the ωB97M-V functional and the def2-TZVPD basis) results for a cluster of 3 separate species, C3H12O2S2 in total.

Positions of all 19 atoms, in Å:
C: -1.054 0.283 -0.293
C: -0.668 -0.219 -1.794
C: -1.080 1.775 -0.218
S: 0.218 2.637 -1.087
S: 2.172 2.000 -0.655
H: -0.172 0.037 0.333
H: -1.915 -0.364 -0.125
H: -1.625 -0.463 -2.247
H: -0.169 0.507 -2.450
H: 0.023 -0.996 -1.519
H: -1.260 2.098 0.842
H: -1.993 2.135 -0.678
H: 2.434 2.354 0.590
H: 3.146 -1.828 0.376
H: 2.020 -1.818 1.487
O: 2.308 -2.239 0.670
H: -0.830 -1.182 2.114
H: -1.096 -2.707 2.250
O: -0.460 -2.012 2.404

Charge   +1
Energy relative to the best compared isomer or geometry (same formula, charge and spin)   42.12 kcal/mol
Expectation value of S²   0.755
F_max   4.0 eV/A
Calculated total energy   -1067.9800 a.u.
Spin multiplicity   2



DFT (the ωB97M-V functional and the def2-TZVPD basis) results for a structure of composition C3H12O2Ta.

Positions of all 18 atoms, in Å:
C: -0.504 2.436 -1.050
C: -0.044 1.218 -0.264
O: 1.353 1.273 -0.010
C: -0.372 -0.072 -1.021
O: 0.419 -1.164 -0.642
Ta: 0.317 -2.226 0.994
H: 0.188 2.587 -1.880
H: -0.529 3.336 -0.435
H: -1.508 2.296 -1.452
H: -0.579 1.179 0.695
H: 1.529 2.030 0.573
H: -0.283 0.135 -2.097
H: -1.420 -0.312 -0.817
H: 2.123 -2.501 1.310
H: 0.393 -3.933 0.267
H: -1.562 -2.228 1.046
H: 0.401 -0.858 2.259
H: 0.076 -3.196 2.522

Charge   -1
Energy relative to the best compared isomer or geometry (same formula, charge and spin)   5.21 kcal/mol
F_max   1.4 eV/A
Calculated total energy   -328.8566 a.u.



DFT (the ωB97M-V functional and the def2-TZVPD basis) results for a cluster of 3 separate species, C3H12O3 in total.

Positions of all 18 atoms, in Å:
C: 0.298 0.562 -0.886
C: 0.937 -0.096 0.327
C: -0.054 -0.378 1.438
O: 1.478 -1.358 -0.083
H: 1.131 0.853 -1.515
H: -0.345 -0.130 -1.435
H: -0.262 1.464 -0.643
H: 1.736 0.516 0.736
H: -0.323 0.491 2.036
H: -0.984 -0.792 1.017
H: 0.304 -1.179 2.094
H: 2.436 -1.360 -0.106
H: -1.544 4.109 -0.240
H: -2.888 4.296 -0.956
O: -2.022 3.881 -1.046
H: -0.556 -3.935 0.183
H: 0.519 -3.027 -0.445
O: 0.140 -3.917 -0.478

Energy relative to the best compared isomer or geometry (same formula, charge and spin)   1.27 kcal/mol
F_max   1.1 eV/A
Calculated total energy   -347.2065 a.u.



DFT (the ωB97M-V functional and the def2-TZVPD basis) results for a cluster of 4 separate species, C3H12O4 in total.

Positions of all 19 atoms, in Å:
C: -0.900 0.880 -0.294
C: -0.157 0.054 0.446
O: 0.982 0.467 1.065
C: -0.512 -1.356 0.761
H: -1.780 0.522 -0.818
H: -0.565 1.863 -0.605
H: 1.120 1.421 1.044
H: -1.548 -1.551 0.512
H: 0.111 -2.032 0.165
H: -0.356 -1.581 1.814
H: 3.607 2.269 0.166
H: 4.495 2.485 1.398
O: 3.896 2.943 0.798
H: -4.919 -0.913 0.171
H: -5.703 -1.507 -0.973
O: -5.564 -1.608 -0.023
H: 2.805 -0.111 -2.214
H: 2.049 -1.313 -1.698
O: 2.940 -0.933 -1.717

Charge   -1
Energy relative to the best compared isomer or geometry (same formula, charge and spin)   30.45 kcal/mol
Expectation value of S²   0.751
F_max   1.3 eV/A
Calculated total energy   -422.3985 a.u.
Spin multiplicity   2



DFT (the ωB97M-V functional and the def2-TZVPD basis) results for a cluster of 4 separate species, C3H12O4 in total.

Positions of all 19 atoms, in Å:
C: -3.713 0.408 -0.031
C: -2.423 -0.283 0.237
C: -1.408 -0.294 -0.590
O: -0.209 -0.876 -0.274
H: -4.016 0.914 0.904
H: -4.530 -0.330 -0.013
H: -3.744 1.022 -0.906
H: -2.250 -0.675 1.153
H: -1.593 -0.078 -1.609
H: 0.420 -0.530 -0.961
H: 2.861 0.209 -1.351
H: 2.124 -0.385 -2.587
O: 1.985 -0.021 -1.713
H: 1.489 -0.086 2.419
H: 1.112 -0.577 1.033
O: 1.884 -0.396 1.608
H: 3.481 0.180 1.140
H: 4.323 1.341 0.940
O: 4.205 0.458 0.601

Energy relative to the best compared isomer or geometry (same formula, charge and spin)   17.89 kcal/mol
F_max   3.2 eV/A
Calculated total energy   -422.4330 a.u.